i:
Below is a 3-piece molecular cluster, C3H11NO2 overall, with properties calculated with wB97M-V/def2-TZVPD.

Cartesian coordinates (Å):
N: 0.5753 1.3935 0.4626
C: -0.6201 0.5735 0.2700
C: -1.1816 -1.7585 -0.2307
C: -0.2880 -0.7890 -0.3053
H: 0.3072 2.3391 0.7025
H: 1.2051 1.4256 -0.3276
H: -1.3609 1.0367 -0.3797
H: -1.0841 0.4703 1.2516
H: -1.1205 -2.7356 -0.6997
H: -2.0681 -1.7023 0.3930
H: 0.6433 -0.8082 -0.8574
H: 0.6916 -0.4491 3.0908
H: 1.4328 0.4590 2.1490
O: 1.5582 -0.0532 2.9525
H: -0.6746 -0.4312 -2.7258
H: 0.5777 0.4331 -2.9404
O: -0.3540 0.3603 -3.1657

* lowest unoccupied orbital energy: 0.714 eV
* SMILES: C=CCN.O.O
* spin multiplicity: 1
* HOMO: -9.8 eV

=====

ii:
Below is a 3-piece molecular cluster, C3H11NO2 overall, with properties calculated with wB97M-V/def2-TZVPD.

Cartesian coordinates (Å):
C: 1.2287 1.7463 -1.2247
C: -0.0731 0.9559 -1.0678
C: -0.6840 0.8248 0.1353
N: -1.8214 0.0651 0.2551
H: 1.5010 1.9926 -0.1697
H: 1.9439 1.0624 -1.6745
H: 1.1347 2.6750 -1.8001
H: -0.4713 0.6909 -2.0428
H: -0.4583 1.5397 0.9080
H: -2.1645 -0.0397 1.1880
H: -2.2956 -0.4303 -0.4734
H: 0.4347 -1.6365 1.3331
H: -0.9753 -1.9046 1.9565
O: -0.3083 -1.2239 1.8286
H: 2.0047 -0.9628 -0.4030
H: 0.5136 -1.4805 -0.4004
O: 1.4264 -1.6963 -0.1937

* lowest unoccupied orbital energy: 0.886 eV
* SMILES: C/C=C/N.O.O
* spin multiplicity: 1
* HOMO: -7.6 eV

=====

Winner for stability: i

=====

i:
Below is a 2-piece molecular cluster, C3H11NO2 overall, with properties calculated with wB97M-V/def2-TZVPD.

Cartesian coordinates (Å):
C: -1.6668 0.5080 -0.0657
C: -0.5039 -0.2212 0.5215
C: 0.7772 0.5543 0.6603
O: 1.8205 -0.1187 1.2798
N: -2.8087 -0.4351 -0.1914
H: -2.0280 1.4033 0.6106
H: -1.3436 1.0075 -1.0358
H: -0.7967 -0.7043 1.4706
H: -0.2370 -1.0526 -0.1786
H: 1.1574 0.9635 -0.2428
H: 0.4776 1.3546 1.3234
H: 2.6177 0.0194 0.7213
H: -3.6270 0.0596 0.1003
H: -3.0224 -0.7808 -1.1309
H: 3.4582 -0.7535 -1.8881
H: 2.5389 -1.2499 -0.9670
O: 3.1865 -0.5542 -0.9877

* lowest unoccupied orbital energy: 0.539 eV
* SMILES: NCCCO.O
* spin multiplicity: 1
* HOMO: -9.4 eV

=====

ii:
Below is a 3-piece molecular cluster, C3H11NO2 overall, with properties calculated with wB97M-V/def2-TZVPD.

Cartesian coordinates (Å):
C: 0.6062 -1.2691 0.7266
C: 0.5283 -0.5757 2.0447
C: 1.6094 -0.6112 2.8706
N: -0.6584 0.0712 2.4575
H: 1.6406 -1.2555 0.3336
H: -0.2749 -0.8980 0.0610
H: 0.2357 -2.3274 0.8693
H: 1.6958 0.0775 3.6820
H: 2.3659 -1.2568 2.7329
H: -1.2900 0.2264 1.7322
H: -0.7192 0.7909 3.1374
H: 0.5886 -0.4776 -6.7011
H: 1.6952 -1.1462 -6.2751
O: 1.4274 -0.5929 -7.0797
H: -3.2852 3.7067 0.1491
H: -2.7771 2.4124 -0.2171
O: -3.3884 3.1252 -0.5238

* lowest unoccupied orbital energy: 0.352 eV
* SMILES: C=C(C)N.O.O
* spin multiplicity: 1
* HOMO: -8.1 eV

=====

Winner for stability: i

=====

i:
Below is a 2-piece molecular cluster, C9H14 overall, with properties calculated with wB97M-V/def2-TZVPD.

Cartesian coordinates (Å):
C: -3.0505 2.8098 -1.5242
C: 0.1874 0.2024 -0.4278
C: -0.8464 -0.2624 -1.2421
C: 0.1512 1.5009 0.0373
C: -1.8748 0.5854 -1.5958
C: -0.8944 2.3518 -0.3164
C: -1.9184 1.8998 -1.1476
H: 1.0204 -0.4568 -0.2152
H: -0.7967 -1.2883 -1.5872
H: 0.9200 1.8810 0.7011
H: -2.6830 0.2206 -2.2238
H: -0.9191 3.3712 0.0520
H: -3.5949 2.4546 -2.3982
H: -2.6943 3.8205 -1.7303
H: -3.7761 2.9075 -0.7130
C: 2.0289 -2.2738 1.9923
C: 3.1681 -3.2266 1.6067
H: 1.8723 -2.2842 3.0706
H: 2.2798 -1.2632 1.6709
H: 1.0974 -2.5595 1.5043
H: 3.3183 -3.1993 0.5251
H: 2.9157 -4.2603 1.8526
H: 4.0891 -2.9311 2.1089

* lowest unoccupied orbital energy (spin up / spin down): 3.539 / 3.549 eV
* charge: -1
* spin multiplicity: 2
* expectation value of S²: 0.7503
* HOMO (spin up / spin down): 1.4 / -5.8 eV

=====

ii:
Below is a 2-piece molecular cluster, C9H14 overall, with properties calculated with wB97M-V/def2-TZVPD.

Cartesian coordinates (Å):
C: -1.9964 -1.2656 -1.0256
C: -2.1412 -2.6415 -0.6177
H: -2.8620 -0.6505 -0.5602
H: -1.1411 -0.8314 -0.5782
H: -1.9189 -1.0855 -2.0845
H: -3.0470 -3.0902 -0.3591
H: -1.6551 -2.8814 0.3497
H: -1.4943 -3.1779 -1.2150
C: 0.5042 1.4369 2.4596
C: 2.1815 0.8531 0.8287
C: 0.9196 1.4055 1.0511
C: 2.4825 0.4211 -0.4727
C: 1.5916 0.5523 -1.5529
C: 0.0110 1.4898 0.0185
C: 0.3401 1.1039 -1.2440
H: 2.8037 0.7637 1.6551
H: 3.4224 -0.0355 -0.6971
H: 1.3173 0.8131 2.9803
H: -0.4647 0.9958 2.5842
H: 1.9608 0.3244 -2.4267
H: -0.9507 2.0433 0.1150
H: -0.3850 1.0619 -2.1273
H: 0.5214 2.3948 2.9188

* lowest unoccupied orbital energy (spin up / spin down): 3.954 / 3.787 eV
* charge: -1
* spin multiplicity: 2
* expectation value of S²: 0.7519
* HOMO (spin up / spin down): 1.3 / -5.0 eV

=====

Winner for stability: i

=====

i:
Below is a 3-piece molecular cluster, C2H11N2O2 overall, with properties calculated with wB97M-V/def2-TZVPD.

Cartesian coordinates (Å):
C: 1.2684 -0.3969 -0.1935
C: 0.2751 -1.4091 -0.0926
N: 0.3467 -2.7498 0.2829
N: 0.7544 0.9371 -0.2533
H: 2.2942 -0.3561 0.1689
H: -0.8244 -1.2027 -0.4460
H: -0.1620 -3.3104 -0.3885
H: 1.3416 -2.9558 0.4857
H: 1.3964 1.6151 -0.6621
H: 0.5923 1.2063 0.7448
H: -0.2282 0.9898 -0.5527
H: -2.7425 0.9991 -2.6846
H: -1.7935 1.9835 -2.8798
O: -2.1925 1.5447 -2.1299
H: 0.6699 1.6794 2.9735
H: -0.4747 0.6075 2.8154
O: 0.0628 1.2389 2.3718

* lowest unoccupied orbital energy: -2.936 eV
* charge: +1
* spin multiplicity: 1
* HOMO: -12.9 eV

=====

ii:
Below is a 3-piece molecular cluster, C2H11N2O2 overall, with properties calculated with wB97M-V/def2-TZVPD.

Cartesian coordinates (Å):
C: -2.4331 -0.3746 0.6280
N: -0.9868 -0.6312 0.5127
C: -0.3973 -1.6352 1.0722
N: 0.9090 -1.8208 1.0522
H: -2.9572 -1.3162 0.5002
H: -2.7208 0.2344 -0.2285
H: -2.6085 0.2179 1.5190
H: -0.4118 0.1235 0.1248
H: -1.0613 -2.2811 1.6370
H: 1.4577 -1.2118 0.4614
H: 1.2954 -2.7471 1.1404
H: 3.0893 2.4517 -2.1234
H: 3.3733 1.7470 -0.8396
O: 2.7733 1.7186 -1.5866
H: -0.4370 2.3056 -1.4434
H: 1.0360 1.6499 -1.3080
O: 0.0798 1.5694 -1.1185

* lowest unoccupied orbital energy: -3.138 eV
* charge: +1
* spin multiplicity: 1
* HOMO: -14.9 eV

=====

Winner for stability: ii

=====

i:
Below is C3H3N3 as an isolated structure, with properties calculated with wB97M-V/def2-TZVPD.

Cartesian coordinates (Å):
C: 1.4968 -0.0057 0.1072
C: 2.4724 0.9656 0.0475
C: 0.0206 -0.0120 -0.1014
N: 3.7351 0.6568 -0.0201
N: 3.6434 -0.5875 -0.0613
N: 2.3347 -1.0149 0.0194
H: -0.3806 0.6791 -0.8657
H: -0.3367 -1.0728 -0.0810
H: -0.3554 0.2854 0.9228

* lowest unoccupied orbital energy (spin up / spin down): 0.818 / -2.853 eV
* spin multiplicity: 3
* expectation value of S²: 2.0151
* HOMO (spin up / spin down): -10.0 / -10.7 eV

=====

ii:
Below is one molecule with the formula C3H3N3, with properties calculated with wB97M-V/def2-TZVPD.

Cartesian coordinates (Å):
C: -1.6166 0.0111 -0.0901
C: 0.4150 1.2034 0.1310
C: 1.2586 -0.0765 -0.0169
N: -0.7933 1.1338 0.0886
N: -0.9033 -1.0318 -0.0131
N: 0.2944 -1.1693 0.1744
H: -2.6095 0.2191 0.0916
H: 1.7374 -0.2099 -1.0169
H: 2.2172 -0.0799 0.6514

* lowest unoccupied orbital energy (spin up / spin down): 0.905 / -1.867 eV
* spin multiplicity: 3
* expectation value of S²: 2.0290
* HOMO (spin up / spin down): -7.3 / -9.2 eV

=====

Winner for stability: ii

=====

i:
Below is C9H8N2 as an isolated structure, with properties calculated with wB97M-V/def2-TZVPD.

Cartesian coordinates (Å):
C: -3.1311 -0.0499 -0.0121
C: -2.3853 -1.2962 0.0303
C: -1.0614 -1.2492 0.0808
C: -0.3029 -0.0795 -0.0239
C: -1.0233 1.1607 -0.1018
C: -2.3726 1.1497 -0.0796
C: 1.1171 -0.1701 0.0112
C: 3.2159 0.5440 0.0559
C: 3.1554 -0.7773 -0.1396
H: -4.1152 -0.0609 -0.1739
H: -3.1202 -2.1322 0.2784
H: -0.4498 -2.4409 0.2348
H: -0.4257 2.2308 -0.1944
H: -2.7022 1.9438 -0.1785
H: 1.6237 1.9230 0.2943
H: 4.1786 1.0398 0.0909
H: 3.9979 -1.5443 -0.1508
N: 1.9091 1.0392 0.1375
N: 1.8919 -1.2305 -0.1594

* lowest unoccupied orbital energy: 0.415 eV
* spin multiplicity: 1
* HOMO: -8.0 eV

=====

ii:
Below is one molecule with the formula C9H8N2, with properties calculated with wB97M-V/def2-TZVPD.

Cartesian coordinates (Å):
C: 1.4160 1.1964 2.4304
C: 0.0578 1.2741 2.2507
C: -0.5436 0.7110 1.1365
C: 0.2006 0.0724 0.2560
C: 1.5591 -0.0968 0.4668
C: 2.1881 0.5128 1.5388
C: -0.4341 -0.5185 -1.0249
C: -1.9105 -0.9706 -2.5867
C: -0.7702 -1.8108 -2.7017
H: 1.8146 1.7000 3.3456
H: -0.3899 1.9405 2.9504
H: -1.5655 1.0286 1.2722
H: 2.3398 -0.5727 -0.2991
H: 3.4616 0.3583 1.6663
H: -2.3475 0.4287 -0.9943
H: -2.8663 -0.8354 -3.1087
H: -0.6823 -2.6564 -3.3847
N: -1.6292 -0.2623 -1.4710
N: 0.1017 -1.4993 -1.7425

* lowest unoccupied orbital energy: 0.697 eV
* SMILES: c1ccc(-c2ncc[nH]2)cc1
* spin multiplicity: 1
* HOMO: -8.2 eV

=====

Winner for stability: ii